(1)
Density functional theory data (ωB97M-V/def2-TZVPD) for a structure of composition C72H154F17N10O19S2 at a distorted geometry.

Output
net charge	+3
DFT total energy	-198805.69518	eV

```
274
Properties=species:S:1:pos:R:3:lowdin_charge:R:1
N 17.32187 23.51611 21.60028 -0.3012
S 16.54181 22.86900 20.34247 0.5717
O 15.09151 23.04739 20.20154 -0.3023
O 16.96060 21.54540 19.89459 -0.3226
F 17.29411 23.83789 19.31204 -0.1951
S 17.06468 23.17490 23.08089 0.4761
O 18.18691 23.45880 23.86292 -0.2723
O 16.33849 21.96787 23.40997 -0.3059
F 15.96385 24.32636 23.50863 -0.2193
C 24.26566 22.66250 22.41439 -0.0811
C 24.76609 22.19731 23.84230 -0.2261
C 25.63459 20.95843 23.74780 -0.2007
C 26.19350 20.41464 25.04698 -0.1182
N 27.39240 19.54267 24.88844 -0.2438
C 27.11318 18.32046 24.06212 -0.1298
C 26.37813 17.30370 24.94811 -0.1170
C 26.79108 17.63466 26.45027 -0.1112
C 27.71133 18.87102 26.23034 -0.0986
C 28.68415 20.27908 24.27089 0.0750
H 25.11366 23.03294 21.77705 0.0910
H 23.52606 23.43689 22.55620 0.0595
H 23.75862 21.87213 21.91937 0.0445
H 23.87456 21.95653 24.51552 0.1170
H 25.31973 22.98126 24.33150 0.1036
H 26.54047 21.11616 23.19965 0.0971
H 24.96050 20.26052 23.22122 0.1273
H 25.46772 19.75860 25.60457 0.1408
H 26.48352 21.13175 25.78938 0.1366
H 28.04912 17.81508 23.72281 0.1491
H 26.67369 18.62687 23.13797 0.1117
H 26.69073 16.23749 24.74605 0.1320
H 25.29969 17.30291 24.79488 0.1006
H 27.28134 16.88002 27.10984 0.1299
H 25.90655 17.89640 27.04364 0.0883
H 28.71536 18.47788 26.13073 0.1220
H 27.72150 19.60604 27.03097 0.1377
H 28.66184 20.22900 23.15828 0.1080
H 29.60942 19.76710 24.53358 0.0992
H 28.57868 21.31559 24.61947 0.1091
C 13.65455 15.93381 21.86431 -0.0787
C 13.08895 14.50926 21.80767 -0.2588
C 14.12004 13.49302 21.83682 -0.2344
C 14.78425 13.36651 20.49201 -0.1044
N 16.08267 12.53305 20.39752 -0.2499
C 16.53682 12.35876 18.96286 -0.0611
C 17.35521 11.02380 19.00730 -0.1410
C 16.69187 10.23562 20.07686 -0.1853
C 15.87135 11.09234 20.99192 -0.0507
C 17.20500 13.14449 21.16105 0.0249
H 14.01009 16.24050 20.91940 0.0420
H 14.49322 15.96715 22.57283 0.0868
H 12.92938 16.59902 22.27449 0.0559
H 12.43593 14.48378 20.90832 0.1349
H 12.48306 14.37402 22.71059 0.1209
H 13.75536 12.51367 22.21133 0.1282
H 14.93802 13.81849 22.49587 0.1192
H 15.13337 14.39376 20.21730 0.1258
H 14.10890 12.96934 19.70480 0.1504
H 17.03542 13.23667 18.60988 0.1255
H 15.61750 12.11374 18.41432 0.1408
H 18.43225 11.15624 19.20793 0.1213
H 17.24721 10.51321 18.04129 0.1289
H 17.43383 9.65610 20.55259 0.1102
H 16.10585 9.39766 19.73053 0.1245
H 16.27446 11.12790 22.03468 0.1409
H 14.76977 10.92569 20.99894 0.1390
H 17.30798 14.13200 20.81988 0.0608
H 18.06339 12.65058 20.71024 0.1090
H 17.08506 13.00021 22.21908 0.1053
C 7.04813 19.46357 8.64762 -0.1066
C 8.18483 18.42618 8.58058 -0.2426
C 9.37756 18.67231 9.51977 -0.2008
C 8.91043 18.92574 10.94239 -0.1381
N 9.93608 19.28209 11.98317 -0.2787
C 9.40796 20.06524 13.13822 -0.1079
C 10.60916 20.39762 13.99251 -0.1241
C 11.76099 20.40340 12.99082 -0.1428
C 11.14428 20.09983 11.65366 -0.0806
C 10.38703 17.96447 12.48509 0.0041
H 7.56218 20.37169 8.81360 0.0431
H 6.32140 19.40765 9.56357 0.1094
H 6.40696 19.48844 7.72545 0.0956
H 8.53383 18.24331 7.54059 0.1288
H 7.79223 17.48947 8.95940 0.0997
H 10.01054 19.51518 9.21157 0.1178
H 10.00039 17.76233 9.47460 0.1187
H 8.34542 18.00444 11.24796 0.1565
H 8.19246 19.75144 10.87367 0.1208
H 8.59278 19.48332 13.64994 0.1592
H 8.85076 20.92934 12.73933 0.1485
H 10.77844 19.70806 14.76002 0.0982
H 10.43516 21.38879 14.35295 0.1186
H 12.60599 19.76976 13.24787 0.1173
H 12.24084 21.33326 13.11097 0.0968
H 11.78536 19.45628 11.03877 0.1464
H 10.79833 20.99262 11.12405 0.1559
H 9.53275 17.43398 12.98154 0.1344
H 11.15672 18.10527 13.25126 0.0894
H 10.89895 17.37587 11.63874 0.1491
C 11.57707 19.69631 21.59834 -0.1060
C 12.71910 20.71322 21.49911 -0.2111
C 12.94879 21.36123 22.89431 -0.1654
C 11.60023 21.94614 23.34596 -0.1096
N 11.55711 22.56402 24.75423 -0.2426
C 10.15516 22.94007 25.05839 -0.1006
C 10.20981 24.34042 25.63522 -0.1128
C 11.51894 24.92249 25.04961 -0.1453
C 12.47490 23.78055 24.78579 -0.0708
C 12.08437 21.57209 25.77525 0.0217
H 11.71620 19.02506 22.45346 0.0815
H 11.54713 19.16598 20.69581 0.0528
H 10.58270 20.13760 21.76236 0.0699
H 12.61474 21.44578 20.66668 0.1113
H 13.58572 20.14953 21.14992 0.1003
H 13.70604 22.12945 22.80235 0.0865
H 13.41101 20.67786 23.56535 0.1014
H 10.86216 21.14163 23.30288 0.1076
H 11.25668 22.70174 22.61193 0.1574
H 9.68324 22.18166 25.65252 0.1358
H 9.72561 23.09952 24.07406 0.1313
H 10.41901 24.39094 26.69687 0.1130
H 9.35272 24.96832 25.41486 0.1242
H 11.96722 25.57377 25.76980 0.1013
H 11.43880 25.54533 24.15649 0.1115
H 13.17317 23.62091 25.62805 0.1289
H 13.03885 23.77461 23.84785 0.1251
H 13.08445 21.37955 25.46311 0.0899
H 11.63118 20.59595 25.85531 0.1020
H 12.06988 22.08272 26.74829 0.1044
C 19.39590 16.64944 19.22201 0.0042
C 17.95939 16.88656 19.52572 -0.5151
O 17.16552 15.92721 19.49779 -0.0299
N 17.51452 18.14953 19.64665 0.0587
H 18.19501 18.91992 19.63855 0.1478
H 15.68872 16.36583 18.34306 0.0339
C 16.17826 18.51102 20.18636 -0.0328
H 19.61962 16.59155 18.19592 0.0711
H 19.72301 15.79893 19.80400 0.0879
H 19.99976 17.47376 19.65717 0.0767
H 16.08512 19.57869 20.11858 0.0392
H 16.18742 18.36900 21.29161 0.1070
H 15.38348 18.06736 19.62572 0.0504
C 21.92638 24.40005 25.71012 0.0036
C 21.69840 23.30734 26.46880 -0.5198
O 22.23648 22.57794 27.33108 -0.0591
N 20.21034 22.58034 26.08083 0.0385
H 19.86439 22.58851 25.11562 0.1158
H 20.54951 21.69015 26.34714 0.0882
C 19.17060 23.09814 27.02070 -0.0440
H 23.04062 18.24974 27.66334 0.0674
H 21.07647 24.68789 25.12009 0.0259
H 22.81616 25.00267 25.59262 0.0452
H 18.29844 22.44529 27.12821 0.0861
H 18.83875 24.06074 26.56379 0.0941
H 19.67408 23.36084 27.98508 0.1104
C 23.03241 22.59229 17.86914 -0.0141
C 21.66697 22.15918 18.16675 -0.5833
O 21.35158 21.00614 18.19415 0.0393
N 20.73879 23.15561 18.27880 0.0260
H 19.52047 20.25324 13.83515 0.0593
H 19.82045 22.91066 18.57209 0.1143
C 21.09995 24.54314 18.48075 -0.0890
H 23.21597 23.42117 17.13030 0.1154
H 23.63318 21.75528 17.51959 0.0842
H 23.57816 22.81074 18.74517 0.0640
H 21.28343 24.98749 17.45845 0.1027
H 22.00821 24.68838 19.09298 0.0851
H 20.31423 25.09770 19.00448 0.0843
C 16.23401 27.19824 24.88877 0.0205
C 14.73564 27.50461 24.45923 -0.4730
O 14.04384 26.61984 23.98400 0.0193
N 14.48844 28.87482 24.35879 0.0051
H 15.15632 22.48670 31.40931 0.1750
H 15.15706 29.33141 24.93834 0.1118
C 13.16186 29.36192 24.22434 -0.0949
H 16.10202 26.41894 25.60943 0.0656
H 16.68610 28.08760 25.30380 0.0642
H 16.88989 26.88653 24.09363 0.0733
H 12.84331 30.05292 24.96537 0.0710
H 12.47326 28.50147 24.12406 0.0783
H 13.00732 29.91984 23.24436 0.1010
C 16.62402 28.12084 19.16613 -0.0438
C 15.53820 26.99660 19.42298 -0.4107
C 14.40229 27.58526 20.28963 -0.2371
O 13.24160 26.87490 20.05987 -0.2298
C 12.12928 27.52794 20.75805 -0.0631
N 15.14091 26.42180 18.18619 0.0406
H 14.99925 24.74888 17.08361 0.0696
H 14.13527 26.12953 18.36540 0.0926
H 15.04587 27.13094 17.49170 0.0816
H 17.01990 28.53965 20.08314 0.0698
H 16.16735 28.93871 18.55137 0.0872
H 17.45671 27.81555 18.53068 0.0689
H 15.99243 26.18434 20.05186 0.1320
H 14.16814 28.68240 20.03049 0.1415
H 14.62254 27.56028 21.35967 0.1147
H 11.98189 28.60014 20.38685 0.1113
H 12.26767 27.32959 21.83375 0.0696
H 11.19908 27.00684 20.38007 0.0935
C 14.57150 17.03370 16.92956 -0.3836
O 14.59802 18.33354 17.22564 -0.0632
O 14.76409 16.30758 18.12769 0.0278
C 13.23222 16.63600 16.37689 -0.5638
F 12.22373 17.22550 16.94421 0.2032
F 13.15022 16.82413 15.09495 0.1759
F 12.93853 15.22844 16.48981 0.0592
C 14.74854 19.27944 16.09825 -0.1591
C 15.10262 20.57276 16.77197 -0.0234
H 14.43084 20.78512 17.61349 0.0789
H 16.12927 20.65517 17.08202 0.0686
H 14.95264 21.41094 16.11345 0.0687
H 13.82944 19.16790 15.56555 0.0950
H 15.51385 18.85945 15.44906 0.1148
H 15.38368 16.74751 16.24063 0.1816
C 21.35339 15.62521 28.74360 -0.0894
O 23.38620 18.49406 26.79018 -0.1008
O 21.45604 16.82608 28.79743 0.0954
C 22.56769 14.59759 28.70055 -0.6009
F 22.54070 13.75082 27.68077 0.1643
F 23.66816 15.33758 28.56358 0.1492
F 22.55647 13.89216 29.83737 0.1627
C 22.35954 19.37153 26.30927 -0.3089
C 21.49916 18.58886 25.32137 -0.0848
H 22.08921 18.25495 24.45853 0.0687
H 21.11658 17.67629 25.74670 0.0532
H 20.58473 19.15770 24.98309 0.0847
H 22.77838 20.30750 25.88760 0.0923
H 21.69444 19.65336 27.14343 0.1125
H 20.33304 15.12690 28.72498 0.1514
C 23.09052 17.98197 19.15915 -0.0621
O 18.80896 19.77706 14.21499 -0.0628
O 22.27158 17.50871 19.87225 0.0914
C 24.69586 17.44476 19.27683 -0.5679
F 24.93038 16.22867 18.84248 0.1660
F 25.59256 18.17598 18.73304 0.1951
F 24.99340 17.38733 20.65759 0.0515
C 18.92234 19.84130 15.64321 -0.2865
C 18.36215 18.59972 16.25400 -0.0726
H 18.44246 17.70256 15.63010 0.0977
H 18.67640 18.59974 17.27505 0.0480
H 17.28131 18.65541 16.37189 0.0362
H 18.26364 20.64273 16.00699 0.1092
H 19.93889 20.06332 15.86245 0.0965
H 22.90284 18.89785 18.55118 0.1256
C 13.81241 24.31638 15.66346 -0.3291
O 12.92591 23.29437 16.09505 -0.1047
O 15.11149 24.24559 16.21944 0.0242
C 13.77515 24.25343 14.15245 -0.5203
F 14.36284 23.24440 13.48250 0.1399
F 12.43174 24.16573 13.70507 0.0710
F 14.34110 25.32288 13.63737 0.1800
C 12.65567 23.16292 17.53135 -0.2343
C 11.22898 22.96326 17.69233 -0.0806
H 11.00570 23.01137 18.77937 0.0835
H 10.63802 23.79110 17.26830 0.0972
H 10.84061 21.97018 17.43278 0.0803
H 12.97868 24.08383 18.03314 0.1209
H 13.22447 22.31197 17.85619 0.0858
H 13.33284 25.33936 15.88302 0.1902
C 13.93447 22.65054 29.88190 -0.3657
O 13.38544 21.70202 29.01496 -0.0862
O 15.09093 22.20592 30.43546 0.0550
C 14.28339 24.00072 29.03650 -0.5230
F 13.53049 24.29084 27.97778 0.1355
F 14.37366 25.04258 29.84933 0.1690
F 15.50266 23.85227 28.42199 0.1026
C 12.75246 20.62751 29.73713 -0.2444
C 12.08389 19.72883 28.77368 -0.0837
H 11.65244 18.93580 29.37780 0.0863
H 11.29144 20.15766 28.12318 0.0732
H 12.83654 19.26754 28.10287 0.0951
H 12.07376 21.04658 30.45934 0.1224
H 13.55127 20.03154 30.21149 0.1358
H 13.12875 23.05252 30.61589 0.1906
```

=====

(2)
Density functional theory data (ωB97M-V/def2-TZVPD) for a cluster of 2 separate species, C2Cl4O in total at a distorted geometry.

Output
DFT total energy	-54208.19612	eV

```
7
Properties=species:S:1:pos:R:3:nbo_charge:R:1
C 1.65857 0.21522 -0.27355 0.4764
C -1.87159 -0.04772 0.45696 -0.1661
O 0.96811 0.39404 -1.21105 -0.4712
Cl 1.53429 0.92219 1.31724 0.0366
Cl 2.94684 -1.04318 -0.26551 -0.0407
Cl -2.53802 -1.59193 0.31753 0.0675
Cl -2.69821 1.15138 -0.34161 0.0975
```

=====

(3)
Density functional theory data (ωB97M-V/def2-TZVPD) for a structure of composition C4H10N2O2 at a distorted geometry.

Output
DFT total energy	-11376.59152	eV

```
18
Properties=species:S:1:pos:R:3:nbo_charge:R:1
O 1.55268 -1.39920 1.58443 -0.7121
C 1.89988 -1.05278 0.45029 0.8075
O 3.03860 -1.10019 -0.03147 -0.6347
C 0.82820 -0.13891 -0.45893 -0.2029
C -0.15757 0.25826 0.55281 -0.0746
C -1.55905 -0.45635 0.52295 -0.4250
N -2.00130 -0.15577 -0.95449 -0.7802
N 1.71100 0.86273 -0.99215 -0.8804
H 0.49676 -0.84088 -1.23248 0.2177
H -0.43196 1.38636 0.31902 0.0365
H 0.17646 0.27098 1.58548 0.2887
H -1.95507 -0.24527 1.53320 0.2300
H -1.39505 -1.53469 0.52914 0.2813
H -2.98605 -0.38448 -1.17719 0.3650
H -2.23267 0.51060 -0.02078 0.3813
H -1.01849 1.98591 0.53391 0.3035
H 2.66420 0.52036 -1.05801 0.4261
H 1.36943 1.51334 -1.68575 0.3724
```

=====

Which of these has the lowest DFT total energy? C72H154F17N10O19S2